(one)
The following is a DFT calculation (ωB97M-V/def2-TZVPD) of a cluster of 2 separate species, C2H4O2 in total.

SMILES: C=O.C=O
Charge: 0
Orbital gap: 0.3913 hartree
LUMO level: 0.059 eV

Geometry as XYZ:
```
8
C2H4O2 | the OMol25 dataset | ωB97M-V/def2-TZVPD
C 1.08102 -1.07017 -1.46357
O 1.44438 -1.93434 -2.33878
H 1.57178 -0.07386 -1.35404
H 0.34093 -1.35553 -0.67854
C -1.08832 1.10516 1.46909
O -2.21093 1.64433 1.30847
H -0.88060 0.11024 1.00820
H -0.25825 1.57416 2.04916
```



(two)
The following is a DFT calculation (ωB97M-V/def2-TZVPD) of a cluster of 2 separate species, C2H4O2 in total.

SMILES: C=O.C=O
Charge: 0
Orbital gap: 0.4035 hartree
LUMO level: 0.796 eV

Geometry as XYZ:
```
8
C2H4O2 | the OMol25 dataset | ωB97M-V/def2-TZVPD
C 1.71712 -4.74211 3.23089
O 1.52918 -3.54648 3.32239
H 2.67614 -5.16160 3.61786
H 0.98519 -5.46924 2.80543
C -1.72455 4.69694 -3.21909
O -2.26837 4.26248 -4.19206
H -1.79187 5.80590 -3.11363
H -1.12285 4.15412 -2.45179
```



Result of the stability comparison: (two) is the most stable of them.



(one)
The following is a DFT calculation (ωB97M-V/def2-TZVPD) of an isolated molecule of C3H2N2O.

SMILES: N#CC(O)=C=N
Charge: 0
Orbital gap: 0.3554 hartree
LUMO level: 0.107 eV

Geometry as XYZ:
```
8
C3H2N2O | the OMol25 dataset | ωB97M-V/def2-TZVPD
N -0.28204 2.64743 -0.68523
C -0.31079 1.56583 -0.26680
C -0.34659 0.21310 0.19959
O -1.45746 -0.24448 0.87799
C 0.62066 -0.61336 -0.17637
N 1.54663 -1.36128 -0.43618
H -1.23253 -0.34940 1.81252
H 1.46212 -1.85784 -1.32551
```



(two)
The following is a DFT calculation (ωB97M-V/def2-TZVPD) of a structure of composition C3H2N2O.

Charge: 0
Orbital gap: 0.3122 hartree
LUMO level: -2.162 eV

Geometry as XYZ:
```
8
C3H2N2O | the OMol25 dataset | ωB97M-V/def2-TZVPD
C 1.06650 -0.21945 0.05551
C 0.12528 0.91969 0.00956
C -1.00468 -0.71497 -0.05268
H 0.43663 1.97518 0.04150
H -1.80239 -1.21899 0.24469
N -1.21196 0.66645 -0.12502
N 0.16662 -1.37971 -0.07975
O 2.22400 -0.02820 -0.09380
```



Result of the stability comparison: (one) is the most stable of them.



(one)
The following is a DFT calculation (ωB97M-V/def2-TZVPD) of an isolated molecule of C3H2N2O.

Charge: 0
Orbital gap (spin up / spin down): 0.3140 / 0.2971 hartree
LUMO level (spin up / spin down): -1.287 / -0.975 eV

Geometry as XYZ:
```
8
C3H2N2O | the OMol25 dataset | ωB97M-V/def2-TZVPD
O 1.20687 -0.38022 0.95961
C 0.16573 -0.26963 0.10984
C 0.09839 -1.17576 -0.97967
N -0.00291 -1.95488 -1.83194
C -0.68479 0.89861 0.10868
N -1.57954 1.67495 0.35812
H 0.86756 -0.31257 1.86728
H -0.07131 1.51949 -0.59192
```



(two)
The following is a DFT calculation (ωB97M-V/def2-TZVPD) of an isolated molecule of C3H2N2O.

Charge: 0
Orbital gap (spin up / spin down): 0.2516 / 0.2374 hartree
LUMO level (spin up / spin down): -1.777 / -1.843 eV

Geometry as XYZ:
```
8
C3H2N2O | the OMol25 dataset | ωB97M-V/def2-TZVPD
C 0.38335 0.93970 -0.10617
C 0.69530 -0.46939 -0.13129
C 2.98780 -0.28274 0.03853
N 1.16214 1.90222 0.11384
N 1.92915 -0.92413 0.12031
O 4.10424 0.02890 -0.08381
H -0.65580 1.09463 -0.07080
H -0.20723 -1.25219 0.00524
```



Result of the stability comparison: (two) is the most stable of them.



(one)
The following is a DFT calculation (ωB97M-V/def2-TZVPD) of a structure of composition C3H2N2O.

Charge: 0
Orbital gap: 0.3499 hartree
LUMO level: -0.914 eV

Geometry as XYZ:
```
8
C3H2N2O | the OMol25 dataset | ωB97M-V/def2-TZVPD
C 1.66785 0.74254 -0.06227
C -0.87942 1.12984 0.07377
C 0.47386 0.54293 -0.68665
N 2.65165 0.94415 0.46377
N -0.75390 -0.05330 0.59651
O -1.55167 2.06297 0.02619
H 0.21598 -0.11005 -1.41686
H -0.69934 -0.46793 1.52339
```



(two)
The following is a DFT calculation (ωB97M-V/def2-TZVPD) of a structure of composition C3H2N2O.

Charge: 0
Orbital gap: 0.3414 hartree
LUMO level: -0.272 eV

Geometry as XYZ:
```
8
C3H2N2O | the OMol25 dataset | ωB97M-V/def2-TZVPD
C -1.41533 -0.65868 0.55701
C -2.34000 -1.54441 0.54106
C -0.10074 0.01807 0.19620
N -0.39072 0.64677 1.47297
N -1.45680 0.08525 1.76990
O -3.30960 -2.03901 0.94994
H 1.00764 -0.48113 0.28396
H -0.10300 0.69946 -0.71082
```



Result of the stability comparison: (one) is the most stable of them.